Formula: C22H25FeN2
Source: the OMol25 dataset
Level of theory: ωB97M-V/def2-TZVPD

Last column: Löwdin charge in e.
Element x y z (Å)
C 2.14 2.01 -2.45  -0.001
N 0.70 1.83 -2.54  -0.028
C 0.02 0.77 -2.00  -0.270
C 0.63 -0.15 -1.06  -0.041
N -1.30 1.02 -2.17  -0.036
C -2.37 0.19 -1.66  -0.003
C -1.47 2.23 -2.86  -0.148
C -0.20 2.75 -3.08  -0.151
C 0.01 4.00 -3.65  -0.027
C -1.13 4.70 -4.08  -0.116
C -2.43 4.17 -3.86  -0.113
C -2.62 2.94 -3.21  -0.027
H 2.36 3.04 -2.73  0.077
H 2.47 1.84 -1.42  0.083
H 2.68 1.32 -3.12  0.097
H -0.08 -0.87 -0.64  0.081
H 1.50 -0.64 -1.54  0.099
H -3.32 0.72 -1.76  0.079
H -2.43 -0.77 -2.20  0.100
H -2.18 -0.02 -0.60  0.086
H 1.03 4.39 -3.75  0.097
H -1.03 5.65 -4.59  0.091
H -3.29 4.74 -4.22  0.092
H -3.59 2.53 -2.97  0.096
C 1.52 1.10 0.88  -0.169
C 0.93 0.14 1.76  -0.155
C 1.51 -1.15 1.99  -0.328
C 1.98 -1.64 3.29  -0.152
C 2.24 -3.05 3.22  -0.190
C 1.91 -3.50 1.88  -0.196
C 1.48 -2.35 1.11  -0.151
Fe 0.36 -2.59 2.70  0.237
C -1.50 -1.98 2.33  -0.205
C -1.10 -1.70 3.70  -0.205
C -0.70 -2.96 4.31  -0.200
C -0.85 -4.02 3.32  -0.203
C -1.34 -3.41 2.09  -0.203
H 1.09 2.11 0.86  0.073
H 2.61 1.12 0.89  0.075
H 1.17 0.57 -0.21  -0.036
H 0.26 0.50 2.55  0.090
H 2.18 -0.97 4.12  0.102
H 2.68 -3.66 4.00  0.091
H 2.04 -4.50 1.49  0.091
H 1.24 -2.32 0.07  0.073
H -1.93 -1.26 1.63  0.079
H -1.17 -0.74 4.20  0.092
H -0.40 -3.10 5.35  0.094
H -0.70 -5.09 3.48  0.091
H -1.63 -3.93 1.18  0.089

Calculated values
Energy relative to the best compared isomer or geometry (same formula, charge and spin): 85.1 kcal/mol
Net charge: -1
Gap between HOMO and LUMO (alpha / beta): 3.28 / 5.16 eV
2S+1: 5
Electronic energy: -60578.505 eV
⟨S²⟩: 6.1852